# 1
ORCA calculation (ωB97M-V with the def2-TZVPD basis set) on a molecular structure, C14H11CoIN4O2S.

As for the LUMO energy (spin up / spin down): -5.409 / -5.465 eV. Its HOMO energy (spin up / spin down) is -11.08 / -11.08 eV.

```
! RIJCOSX wB97M-V def2-TZVPD def2/J DEFGRID3
* xyz 1 1
I -1.774 -7.931 -0.211
Co 0.174 0.185 -0.057
S 2.127 -0.605 0.450
O -0.786 -1.027 -0.897
O -2.843 -0.954 -0.021
N -1.243 1.545 -0.055
N 2.470 -1.850 2.772
N -0.212 0.028 1.718
N 0.488 -0.745 2.592
C -2.901 -3.787 0.214
C -1.909 -1.618 -0.403
C -1.281 0.626 2.098
C 1.632 -1.096 2.064
C -0.799 -3.795 -0.968
C -3.679 2.796 0.197
C -2.879 -5.169 0.271
C -0.778 -5.178 -0.925
C -1.749 2.220 -1.084
C -1.859 -3.095 -0.398
C -3.156 2.080 1.268
C -1.815 -5.860 -0.298
C -1.942 1.459 1.096
C -2.969 2.870 -0.989
H 0.006 -3.256 -1.450
H -3.726 -3.231 0.638
H -1.625 0.516 3.119
H -4.640 3.282 0.289
H -3.689 1.988 2.204
H -3.350 3.415 -1.840
H -1.162 2.244 -1.992
H 0.037 -5.725 -1.378
H 2.230 -2.100 3.718
H 3.359 -2.130 2.400
H -3.686 -5.707 0.749
*
```

Atomic partial charges in e from the Mulliken method, atoms 1 to 4: number 1, I, carries 0.153; number 2, Co, carries -0.379; number 3, S, carries -0.165; number 4, O, carries -0.516

---

# 2
ORCA calculation (ωB97M-V with the def2-TZVPD basis set) on a molecular structure, C14H11CuF3NO5S.

As for the LUMO energy (spin up / spin down): 2.941 / 2.700 eV. Its HOMO energy (spin up / spin down) is -5.35 / -5.36 eV.

```
! RIJCOSX wB97M-V def2-TZVPD def2/J DEFGRID3
* xyz -1 2
Cu -0.046 0.030 0.200
S -0.363 -2.283 -0.245
F -2.624 -4.404 -1.103
F -2.611 -4.307 1.061
F -4.492 -4.266 -0.014
O -0.070 0.087 2.220
O 0.654 3.863 0.772
O 0.943 0.934 4.033
O 2.029 -0.105 -0.108
O -0.116 1.933 -0.045
N -1.943 -0.287 -0.251
C -3.059 0.417 -0.118
C -3.167 -2.324 -0.105
C -3.207 -3.817 -0.040
C -4.333 -1.588 -0.009
C 4.119 -0.227 0.873
C 2.129 1.997 0.886
C 2.618 1.193 -0.332
C 4.119 0.885 -0.205
C 0.904 0.634 2.842
C -4.292 -0.198 -0.010
C -1.938 -1.636 -0.216
C 0.770 2.666 0.540
C 2.189 0.907 2.006
C 2.621 -0.332 1.196
H 4.503 -1.168 0.480
H -5.281 -2.100 0.086
H 4.682 1.771 0.085
H 4.516 0.522 -1.153
H -5.195 0.387 0.082
H 2.297 1.586 -1.294
H 2.952 1.165 2.738
H 4.692 0.036 1.760
H -2.928 1.493 -0.107
H 2.279 -1.288 1.584
H 2.798 2.821 1.118
*
```

Atomic partial charges in e from the Mulliken method, atoms 1 to 4: number 1, Cu, carries -0.256; number 2, S, carries -0.464; number 3, F, carries -0.231; number 4, F, carries -0.224

---

# 3
ORCA calculation (ωB97M-V with the def2-TZVPD basis set) on a molecular structure, C14H11F13N4O in a non-equilibrium geometry.

As for the LUMO energy: -0.946 eV. Its HOMO energy is -8.98 eV.

```
! RIJCOSX wB97M-V def2-TZVPD def2/J DEFGRID3
* xyz 0 1
F -3.773 -2.930 0.450
F -2.541 2.095 -1.214
F -3.703 2.220 0.135
F -5.662 0.210 -0.022
F -1.627 -0.109 1.081
F -0.292 0.475 -1.234
F -4.123 -0.386 1.573
F 0.060 2.655 -0.636
F -4.040 0.382 -1.974
F -4.997 -2.441 -1.251
F -5.828 -2.416 0.717
F -1.677 2.110 1.753
F -2.510 -1.127 -1.024
O 0.923 0.654 1.999
N 2.160 0.819 -0.076
N 7.713 -0.615 0.215
N 7.346 -0.652 1.408
N 3.373 0.214 0.273
C 7.053 -0.017 -1.902
C -3.371 0.015 -0.784
C -4.598 -0.595 0.339
C 4.222 0.394 -0.527
C -0.153 1.100 -0.120
C 5.977 -0.299 1.271
C -2.797 1.442 -0.241
C 9.388 -2.326 -0.299
C 1.053 0.823 0.560
C 9.173 -1.016 -0.250
C -4.806 -2.112 -0.098
C 6.713 -0.328 -0.548
C -1.552 1.164 0.724
C 5.610 -0.030 -0.088
H 9.037 -2.943 0.434
H 6.215 0.145 -2.523
H 2.088 1.096 -1.084
H 9.569 -0.491 1.038
H 5.360 -0.113 2.262
H 9.400 -0.279 -0.910
H 7.427 -0.913 -2.586
H 4.224 0.485 -1.674
H 8.937 -2.636 -1.274
H 7.667 0.884 -2.249
H 10.549 -2.451 -0.568
*
```

Atomic partial charges in e from the Mulliken method, atoms 1 to 4: number 1, F, carries -0.280; number 2, F, carries -0.276; number 3, F, carries -0.338; number 4, F, carries -0.270

---

What did we get for M? Answer: 485.2; 425.9; 498.2 g mol⁻¹, in the order shown.
What did we get for DFT total energy? Answer: -81307.9273; -90055.7566; -58017.4432 eV, in the order shown.